No. 1
Computed, not measured: a 4-piece molecular cluster, C29H45Cl2O4 overall, with ωB97M-V/def2-TZVPD.

The geometry in XYZ format:
```
80
Properties=species:S:1:pos:R:3:lowdin_charge:R:1
C -4.835 -2.237 -0.067 -0.09
C -3.595 -2.964 -0.447 -0.19
C -2.853 -2.974 -1.898 -0.26
C -2.074 -1.560 -2.298 -0.28
C -2.009 -0.513 -1.031 -0.23
C -1.064 0.795 -1.285 -0.35
C -1.268 1.270 -2.878 -0.07
O -1.342 1.977 -0.483 -0.19
C -1.811 1.713 0.870 -0.21
C -0.790 0.884 1.848 -0.09
C -1.444 0.405 3.312 -0.04
C -0.628 -0.411 4.474 -0.10
C 0.937 -0.802 4.161 -0.10
C 1.591 -0.356 2.707 -0.07
C 0.773 0.500 1.549 -0.01
C -0.541 -2.064 -2.743 -0.55
Cl 0.024 -1.789 -4.527 0.44
C 0.424 -2.756 -1.862 -0.62
C 1.929 -3.207 -2.427 -0.18
Cl 0.047 -3.175 -0.105 0.59
H -5.759 -2.088 -0.803 0.06
H -4.890 -1.847 1.059 0.05
H -3.094 -3.629 0.408 0.09
H -3.704 -3.106 -2.720 0.09
H -2.138 -3.910 -2.037 0.08
H -1.710 -0.976 -0.006 0.06
H -3.123 -0.106 -0.891 0.11
H 0.070 0.423 -1.246 0.13
H -0.426 0.842 -3.576 0.05
H -2.359 1.091 -3.266 0.09
H -1.094 2.451 -2.863 0.06
H -1.942 2.782 1.389 0.14
H -2.901 1.232 0.939 0.13
H -2.569 0.696 3.552 0.08
H -1.193 -0.663 5.477 0.07
H 1.512 -1.408 4.999 0.07
H 2.716 -0.696 2.530 0.09
H 1.269 0.802 0.534 0.09
H 2.601 -3.387 -1.466 0.06
H 2.452 -2.373 -3.058 0.06
H 1.777 -4.231 -3.011 0.08
C -1.701 6.749 -3.466 -0.19
C -1.333 6.834 -4.924 -0.19
C -0.321 5.717 -5.061 -0.21
O -0.680 4.711 -4.104 -0.15
C -1.665 5.257 -3.216 -0.21
H -2.670 7.198 -3.230 0.11
H -0.936 7.248 -2.860 0.11
H -2.212 6.619 -5.542 0.12
H -0.936 7.808 -5.222 0.11
H 0.689 6.064 -4.818 0.11
H -0.309 5.283 -6.065 0.12
H -2.627 4.792 -3.458 0.12
H -1.408 5.010 -2.182 0.12
C -0.191 -6.014 1.764 -0.21
C 0.110 -6.855 2.978 -0.19
C 0.391 -8.209 2.364 -0.22
O 0.946 -7.969 1.064 -0.14
C 0.767 -6.583 0.740 -0.22
H -0.053 -4.942 1.927 0.07
H -1.226 -6.183 1.443 0.12
H 1.010 -6.477 3.477 0.12
H -0.703 -6.879 3.709 0.11
H -0.531 -8.785 2.232 0.11
H 1.091 -8.802 2.959 0.11
H 1.746 -6.097 0.800 0.12
H 0.392 -6.489 -0.283 0.12
C 4.879 4.387 2.515 -0.19
C 3.649 4.205 3.367 -0.18
C 3.120 2.874 2.879 -0.22
O 4.254 2.104 2.459 -0.15
C 5.396 2.969 2.400 -0.21
H 5.613 5.074 2.943 0.11
H 4.593 4.762 1.525 0.12
H 3.937 4.129 4.422 0.11
H 2.923 5.016 3.268 0.11
H 2.462 3.001 2.012 0.11
H 2.573 2.331 3.655 0.11
H 6.050 2.716 3.242 0.11
H 5.943 2.796 1.469 0.12
```

The orbital gap comes out at 4.96 eV. Its total charge is -1. As for the LUMO energy: 2.5 eV.


No. 2
Computed, not measured: C29H45ClMoN4O2 as an isolated structure, with ωB97M-V/def2-TZVPD.

The geometry in XYZ format:
```
82
Properties=species:S:1:pos:R:3:lowdin_spin:R:1
Mo -1.672 0.424 -0.795 1.40
Cl -0.850 0.057 -2.942 0.03
C -4.455 1.218 1.704 0.03
C -3.480 0.309 -0.084 -0.22
N -3.657 1.503 0.606 -0.11
H -4.979 -0.892 2.527 0.00
N -3.594 -0.674 0.885 -0.11
H -5.015 2.051 2.154 0.03
C -2.774 2.777 0.368 -0.01
C -3.816 3.887 0.226 0.25
C -1.788 3.056 1.510 0.06
H -4.382 3.985 1.164 0.04
H -3.342 4.852 -0.005 0.07
H -4.505 3.624 -0.589 0.05
H -1.525 3.663 -1.122 0.03
H -2.432 2.394 -1.816 0.02
H -1.103 2.214 1.712 0.00
C -1.878 2.637 -0.894 0.07
H -2.332 3.296 2.429 0.02
H -1.129 3.916 1.257 0.03
H -0.746 2.240 -0.864 0.01
C -4.431 -0.183 1.877 0.01
C -2.153 -2.361 2.186 0.00
H -2.861 -2.356 3.019 0.00
H -1.670 -3.360 2.145 0.00
C -2.805 -2.021 0.845 0.00
H -1.244 -2.965 -0.332 0.00
C -3.889 -3.062 0.510 0.02
H -4.388 -2.798 -0.430 0.00
H -1.341 -1.640 2.385 0.00
H -0.636 -1.434 0.315 0.02
H -4.648 -3.072 1.312 0.00
H -3.490 -4.084 0.418 0.00
C -1.582 -1.926 -0.127 0.04
H -1.802 -1.609 -1.199 0.01
C 4.733 0.222 -1.793 0.00
N 3.623 0.630 -1.000 0.00
H 5.427 -1.877 -2.125 0.00
N 3.721 -1.546 -0.869 0.00
H 5.319 1.001 -2.219 0.00
C 2.857 2.021 -0.989 0.00
C 3.928 3.035 -0.754 0.02
C 2.068 2.304 -2.260 0.02
H 4.578 3.086 -1.630 0.00
H 3.462 4.011 -0.589 0.01
H 4.493 2.754 0.138 0.00
H 1.345 3.058 0.115 0.01
H 2.203 1.860 1.078 0.00
H 1.300 1.536 -2.430 0.00
C 1.786 2.038 0.089 0.01
H 2.705 2.466 -3.132 0.00
H 1.506 3.244 -2.118 0.01
H 1.015 1.295 -0.186 0.01
C 4.782 -1.142 -1.734 0.00
C 1.687 -2.986 -1.714 0.01
H 2.020 -3.233 -2.725 0.00
H 1.070 -3.858 -1.423 0.00
C 2.861 -2.854 -0.720 0.00
H 1.678 -3.795 0.806 0.00
C 3.895 -3.909 -0.829 0.00
H 4.684 -3.652 -0.117 0.00
H 0.994 -2.126 -1.694 0.00
H 1.334 -2.062 0.585 0.00
H 4.265 -3.915 -1.855 0.00
H 3.449 -4.865 -0.574 0.00
C 2.140 -2.807 0.624 0.00
H 2.803 -2.612 1.466 0.00
C 3.234 -0.446 -0.382 0.00
O 2.130 -0.086 1.952 0.00
C 1.049 -0.028 2.600 0.00
O -0.139 -0.023 2.134 0.02
C 1.210 0.050 4.118 0.00
C 0.081 0.044 4.956 0.01
C 0.214 0.051 6.349 0.01
C 1.488 0.088 6.937 0.00
C 2.625 0.114 6.112 0.00
C 2.486 0.093 4.718 0.00
H -0.902 0.030 4.484 0.00
H -0.679 0.028 6.976 0.00
H 1.593 0.097 8.025 0.00
H 3.620 0.148 6.561 0.00
H 3.368 0.103 4.075 0.00
```

The spin multiplicity is 3. The orbital gap (alpha / beta) comes out at 1.48 / 4.28 eV. Its total charge is -2. As for the LUMO energy (alpha / beta): 4.4 / 4.3 eV.


No. 3
Computed, not measured: an isolated ion of composition C29H45ClNO3 and charge +1, with ωB97M-V/def2-TZVPD.

The geometry in XYZ format:
```
79
Properties=species:S:1:pos:R:3:lowdin_charge:R:1
C -1.729 0.490 4.493 0.05
C -0.932 1.320 3.860 -0.09
C -0.262 2.579 3.073 -0.18
C -1.322 3.435 2.215 -0.18
C -1.768 2.780 0.804 -0.13
C -0.819 1.554 0.314 -0.02
C 0.554 2.029 -0.337 -0.04
C 0.946 3.611 -0.465 -0.17
C 0.405 4.108 -1.928 -0.10
C 1.554 0.942 -0.871 -0.02
C 2.925 1.437 -1.532 -0.13
C 3.955 1.736 -0.283 -0.21
C 4.871 3.058 -0.616 -0.56
Cl 5.289 4.041 0.888 0.48
C 1.124 -0.580 -0.666 -0.01
C 2.187 -1.667 -1.198 -0.03
C 3.179 -2.026 0.048 -0.30
O 3.067 -1.313 1.091 0.08
O 4.182 -3.057 -0.005 0.03
C 5.514 -2.452 -0.043 -0.31
C 6.752 -3.147 0.739 0.01
O 5.773 -1.373 -0.670 0.04
C -0.268 -0.951 0.027 0.03
C -0.581 -2.529 0.236 -0.26
C -2.000 -3.003 -0.425 -0.07
C -0.448 -2.987 1.814 -0.20
C 0.344 -4.383 2.002 -0.11
N -1.194 0.126 0.466 0.03
C -2.504 -0.155 1.119 -0.15
C -3.787 -0.240 0.156 -0.16
C -3.740 0.593 -1.215 -0.20
C -3.386 -0.258 -2.544 -0.21
C -4.365 -1.500 -2.855 -0.25
C -5.870 -1.366 -2.287 -0.13
H -2.588 -0.063 5.037 0.07
H 0.113 3.284 3.925 0.13
H 0.680 2.248 2.507 0.10
H -0.870 4.483 1.990 0.11
H -2.246 3.603 2.875 0.13
H -1.717 3.637 0.014 0.12
H -2.877 2.500 0.885 0.11
H 0.465 4.257 0.351 0.09
H 2.090 3.766 -0.391 0.10
H 1.147 4.853 -2.427 0.09
H -0.587 4.658 -1.741 0.07
H 0.177 3.220 -2.644 0.09
H 2.808 2.471 -2.060 0.11
H 3.377 0.736 -2.319 0.12
H 3.349 1.972 0.676 0.11
H 4.684 0.872 -0.090 0.10
H 4.365 3.779 -1.354 0.07
H 5.836 2.683 -1.117 0.09
H 1.687 -2.620 -1.648 0.13
H 2.883 -1.273 -2.033 0.13
H 7.768 -2.669 0.502 0.10
H 6.811 -4.242 0.348 0.10
H 6.575 -3.180 1.873 0.10
H 0.203 -3.208 -0.300 0.12
H -2.159 -2.395 -1.383 0.06
H -1.856 -4.117 -0.741 0.11
H -2.877 -2.994 0.313 0.08
H -0.068 -2.124 2.469 0.11
H -1.549 -3.181 2.152 0.10
H 1.187 -4.549 1.238 0.07
H -0.396 -5.284 1.970 0.09
H 0.810 -4.428 3.070 0.09
H -2.775 0.586 1.977 0.11
H -2.442 -1.185 1.666 0.12
H -4.690 0.176 0.768 0.13
H -4.111 -1.327 -0.119 0.09
H -4.820 1.006 -1.386 0.11
H -3.063 1.521 -1.224 0.09
H -2.270 -0.581 -2.507 0.10
H -3.469 0.477 -3.442 0.12
H -3.969 -2.532 -2.525 0.09
H -4.459 -1.564 -4.016 0.11
H -6.556 -1.971 -3.002 0.08
H -5.962 -1.866 -1.252 0.07
H -6.287 -0.288 -2.294 0.08
```

The orbital gap comes out at 8.29 eV. Its total charge is +1. As for the structure (SMILES): C#CCCCc1c(CC)c(CCCCl)c(CC(=O)OC(C)=O)c([C@H](C)CC)[n+]1CCCCCC. As for the LUMO energy: -3.7 eV.


Which of these has the highest total charge? C29H45ClNO3


total charge of number 2 (C29H45ClMoN4O2)? -2


Please write out number 1 again, unchanged.
Computed, not measured: a 4-piece molecular cluster, C29H45Cl2O4 overall, with ωB97M-V/def2-TZVPD.

The geometry in XYZ format:
```
80
Properties=species:S:1:pos:R:3:lowdin_charge:R:1
C -4.835 -2.237 -0.067 -0.09
C -3.595 -2.964 -0.447 -0.19
C -2.853 -2.974 -1.898 -0.26
C -2.074 -1.560 -2.298 -0.28
C -2.009 -0.513 -1.031 -0.23
C -1.064 0.795 -1.285 -0.35
C -1.268 1.270 -2.878 -0.07
O -1.342 1.977 -0.483 -0.19
C -1.811 1.713 0.870 -0.21
C -0.790 0.884 1.848 -0.09
C -1.444 0.405 3.312 -0.04
C -0.628 -0.411 4.474 -0.10
C 0.937 -0.802 4.161 -0.10
C 1.591 -0.356 2.707 -0.07
C 0.773 0.500 1.549 -0.01
C -0.541 -2.064 -2.743 -0.55
Cl 0.024 -1.789 -4.527 0.44
C 0.424 -2.756 -1.862 -0.62
C 1.929 -3.207 -2.427 -0.18
Cl 0.047 -3.175 -0.105 0.59
H -5.759 -2.088 -0.803 0.06
H -4.890 -1.847 1.059 0.05
H -3.094 -3.629 0.408 0.09
H -3.704 -3.106 -2.720 0.09
H -2.138 -3.910 -2.037 0.08
H -1.710 -0.976 -0.006 0.06
H -3.123 -0.106 -0.891 0.11
H 0.070 0.423 -1.246 0.13
H -0.426 0.842 -3.576 0.05
H -2.359 1.091 -3.266 0.09
H -1.094 2.451 -2.863 0.06
H -1.942 2.782 1.389 0.14
H -2.901 1.232 0.939 0.13
H -2.569 0.696 3.552 0.08
H -1.193 -0.663 5.477 0.07
H 1.512 -1.408 4.999 0.07
H 2.716 -0.696 2.530 0.09
H 1.269 0.802 0.534 0.09
H 2.601 -3.387 -1.466 0.06
H 2.452 -2.373 -3.058 0.06
H 1.777 -4.231 -3.011 0.08
C -1.701 6.749 -3.466 -0.19
C -1.333 6.834 -4.924 -0.19
C -0.321 5.717 -5.061 -0.21
O -0.680 4.711 -4.104 -0.15
C -1.665 5.257 -3.216 -0.21
H -2.670 7.198 -3.230 0.11
H -0.936 7.248 -2.860 0.11
H -2.212 6.619 -5.542 0.12
H -0.936 7.808 -5.222 0.11
H 0.689 6.064 -4.818 0.11
H -0.309 5.283 -6.065 0.12
H -2.627 4.792 -3.458 0.12
H -1.408 5.010 -2.182 0.12
C -0.191 -6.014 1.764 -0.21
C 0.110 -6.855 2.978 -0.19
C 0.391 -8.209 2.364 -0.22
O 0.946 -7.969 1.064 -0.14
C 0.767 -6.583 0.740 -0.22
H -0.053 -4.942 1.927 0.07
H -1.226 -6.183 1.443 0.12
H 1.010 -6.477 3.477 0.12
H -0.703 -6.879 3.709 0.11
H -0.531 -8.785 2.232 0.11
H 1.091 -8.802 2.959 0.11
H 1.746 -6.097 0.800 0.12
H 0.392 -6.489 -0.283 0.12
C 4.879 4.387 2.515 -0.19
C 3.649 4.205 3.367 -0.18
C 3.120 2.874 2.879 -0.22
O 4.254 2.104 2.459 -0.15
C 5.396 2.969 2.400 -0.21
H 5.613 5.074 2.943 0.11
H 4.593 4.762 1.525 0.12
H 3.937 4.129 4.422 0.11
H 2.923 5.016 3.268 0.11
H 2.462 3.001 2.012 0.11
H 2.573 2.331 3.655 0.11
H 6.050 2.716 3.242 0.11
H 5.943 2.796 1.469 0.12
```

The orbital gap comes out at 4.96 eV. Its total charge is -1. As for the LUMO energy: 2.5 eV.


Number 2 is which compound? C29H45ClMoN4O2